Entry from OMol25: C30H73B3N6O12 as an isolated structure in a non-equilibrium geometry (ωB97M-V/def2-TZVPD).

Geometry (Å):
C (-8.2220, -0.1737, 3.8023)
C (-8.4384, -1.5428, 3.1442)
O (-7.2344, -2.0743, 2.6383)
C (-7.4619, -2.8677, 1.4833)
C (-6.3295, -3.8688, 1.2813)
B (-4.8948, -3.2254, 1.3717)
O (-4.0771, -3.4995, 2.4736)
B (-2.7114, -3.3657, 2.2196)
C (-1.7203, -4.3792, 2.9197)
C (-1.9948, -4.3402, 4.4518)
C (-1.0085, -3.3505, 5.1162)
O (-1.2224, -3.2819, 6.5344)
C (-2.0339, -2.2353, 6.8649)
C (-1.4643, -1.2762, 7.9076)
O (-3.1214, -2.0616, 6.4053)
O (-2.2073, -2.3388, 1.4061)
B (-3.2813, -1.6528, 0.8607)
N (-3.3289, -0.1896, 0.7813)
C (-4.4978, 0.2022, 0.8162)
O (-5.6235, 0.3289, 1.0346)
O (-4.3768, -2.3823, 0.3863)
H (-7.5509, 0.4437, 3.2091)
H (-7.9123, -0.2502, 4.8424)
H (-9.1996, 0.3175, 3.8143)
H (-8.9055, -2.2001, 3.8867)
H (-9.1499, -1.3918, 2.3254)
H (-8.3903, -3.4355, 1.6232)
H (-7.6204, -2.2166, 0.6151)
H (-6.4108, -4.6747, 2.0113)
H (-6.4613, -4.3194, 0.2919)
H (-0.6734, -4.1401, 2.7216)
H (-1.8863, -5.4036, 2.5804)
H (-3.0044, -4.0230, 4.7021)
H (-1.8259, -5.3053, 4.9343)
H (-0.0055, -3.7154, 4.9073)
H (-1.1680, -2.3763, 4.6460)
H (-1.1842, -0.3467, 7.4203)
H (-2.2436, -1.1327, 8.6506)
H (-0.6025, -1.7486, 8.3775)
C (0.0407, -2.9002, -1.1423)
C (0.9615, -3.7760, -0.3016)
C (2.4150, -3.7758, -0.7949)
O (2.6575, -4.5308, -1.9679)
C (2.2557, -3.9031, -3.1721)
N (0.4019, -5.1324, -0.2230)
H (-0.2591, -3.3810, -2.0743)
H (-0.8724, -2.6831, -0.5921)
H (0.5105, -1.9466, -1.3785)
H (0.9688, -3.3607, 0.7112)
H (3.0366, -4.2383, -0.0231)
H (2.7797, -2.7485, -0.9246)
H (2.3951, -2.8192, -3.1310)
H (1.2149, -4.1385, -3.4029)
H (2.8698, -4.3042, -3.9793)
H (0.9540, -5.6834, 0.4290)
H (0.5595, -5.5807, -1.1217)
C (-3.0132, 4.0279, 3.5482)
C (-1.7755, 3.6883, 4.3739)
C (-1.3393, 2.2184, 4.2725)
O (-2.1400, 1.3019, 4.9957)
C (-3.3592, 0.9450, 4.3658)
N (-2.0060, 4.0986, 5.7638)
H (-3.9346, 3.7054, 4.0311)
H (-3.0880, 5.1075, 3.4154)
H (-2.9628, 3.5750, 2.5555)
H (-0.9507, 4.2899, 3.9812)
H (-0.3415, 2.1358, 4.7127)
H (-1.2521, 1.9035, 3.2240)
H (-3.2555, 0.8775, 3.2797)
H (-4.1543, 1.6449, 4.6314)
H (-3.6506, -0.0379, 4.7388)
H (-1.1445, 3.9857, 6.2908)
H (-2.6426, 3.4241, 6.1802)
C (-1.7482, 2.7080, -3.3631)
C (-0.4747, 2.4790, -2.5539)
C (0.0944, 1.0565, -2.6657)
O (-0.6157, 0.0744, -1.9321)
C (-1.8046, -0.3833, -2.5523)
N (-0.7270, 2.8579, -1.1583)
H (-2.6306, 2.3004, -2.8715)
H (-1.9230, 3.7770, -3.4880)
H (-1.6695, 2.2669, -4.3590)
H (0.2869, 3.1554, -2.9519)
H (1.0994, 1.0655, -2.2352)
H (0.2020, 0.7499, -3.7144)
H (-1.7059, -0.4320, -3.6404)
H (-2.6450, 0.2566, -2.2759)
H (-2.0158, -1.3849, -2.1768)
H (0.1475, 2.8217, -0.6420)
H (-1.2936, 2.1239, -0.7388)
C (4.4130, -0.5307, -2.3957)
C (4.9058, -0.5830, -3.8381)
C (6.4345, -0.6619, -3.9741)
O (7.1241, 0.5465, -3.7117)
C (7.3129, 0.8397, -2.3396)
N (4.3407, 0.5578, -4.5683)
H (4.5159, 0.4599, -1.9544)
H (3.3519, -0.7820, -2.3554)
H (4.9458, -1.2482, -1.7671)
H (4.5019, -1.4961, -4.2864)
H (6.6634, -0.9047, -5.0147)
H (6.8470, -1.4732, -3.3596)
H (7.4929, -0.0653, -1.7536)
H (6.4577, 1.3834, -1.9294)
H (8.1878, 1.4862, -2.2579)
H (4.5640, 0.4587, -5.5552)
H (4.8429, 1.3971, -4.2853)
C (4.9367, 5.8601, -4.9297)
C (5.9739, 5.0874, -4.1197)
C (7.4155, 5.2489, -4.6271)
O (7.7213, 4.5315, -5.8069)
C (7.2805, 5.1315, -7.0109)
N (5.5714, 3.6783, -4.0561)
H (4.6808, 5.3579, -5.8614)
H (4.0126, 5.9543, -4.3588)
H (5.2863, 6.8681, -5.1623)
H (5.9510, 5.4865, -3.1013)
H (8.0845, 4.8420, -3.8642)
H (7.6762, 6.3089, -4.7470)
H (7.3502, 6.2220, -6.9688)
H (6.2581, 4.8312, -7.2498)
H (7.9253, 4.7723, -7.8129)
H (6.1911, 3.1810, -3.4237)
H (5.7721, 3.2664, -4.9644)

Results
- multiplicity = 1
- HOMO (eV) = -9.102
- E_LUMO (eV) = 0.53

Mulliken atomic charge list, values in e, 2 entries:
1 C -1.0950
2 C -0.3998



Entry from OMol25: C30H73EuN6O3SSi4 as an isolated structure in a non-equilibrium geometry (ωB97M-V/def2-TZVPD).

Geometry (Å):
Eu (0.0785, -0.1048, -0.7822)
C (-1.4052, 2.0332, 2.4376)
C (-1.1658, 0.6134, 2.9742)
N (0.0349, 0.0237, 2.4003)
C (1.2765, 0.3896, 3.0736)
C (1.8292, 1.7847, 2.7857)
S (1.8909, 2.2453, 1.0062)
C (0.7701, 3.6854, 0.9744)
C (-0.6737, 3.3884, 0.5506)
N (-1.1592, 2.0945, 1.0012)
H (-0.7293, 2.7234, 2.9398)
H (-2.4282, 2.3452, 2.6959)
H (-1.9990, -0.0236, 2.6782)
H (-1.1276, 0.6540, 4.0767)
H (-0.0410, -0.9900, 2.4691)
H (2.0214, -0.3346, 2.7502)
H (1.1640, 0.3120, 4.1690)
H (2.8612, 1.8002, 3.1328)
H (1.2856, 2.5702, 3.3038)
H (1.2147, 4.3666, 0.2484)
H (0.8236, 4.1542, 1.9565)
H (-0.7016, 3.3732, -0.5392)
H (-1.3090, 4.2224, 0.9071)
H (-2.0219, 1.8724, 0.5047)
O (0.9039, 2.2142, -1.6562)
C (1.4761, 1.5926, -2.5667)
O (1.3755, 0.3731, -2.7643)
H (2.1273, 2.1779, -3.2601)
C (-6.0569, 0.8666, 1.4829)
C (-5.2399, -0.0766, 0.5968)
C (-5.7339, 0.0351, -0.8470)
C (-5.3983, -1.5182, 1.1060)
N (-3.8562, 0.4223, 0.6747)
N (-2.8170, -0.3740, 0.1081)
H (-7.1134, 0.6209, 1.4269)
H (-5.9159, 1.8927, 1.1542)
H (-5.7390, 0.7869, 2.5207)
H (-6.8045, -0.1499, -0.8906)
H (-5.2411, -0.6877, -1.4913)
H (-5.5338, 1.0344, -1.2251)
H (-6.4537, -1.7698, 1.1698)
H (-4.9619, -1.6216, 2.0994)
H (-4.9237, -2.2366, 0.4398)
H (-3.6324, 0.5608, 1.6578)
H (-2.8953, -0.3289, -0.9092)
H (-2.9001, -1.3648, 0.3539)
C (-1.4393, -1.0681, -3.9824)
C (-1.6615, -2.1396, -2.8840)
C (-1.0294, -3.4627, -3.3731)
C (-3.1900, -2.3891, -2.7782)
O (-1.1430, -1.7284, -1.6742)
H (-1.7056, -1.4434, -4.9687)
H (-0.3895, -0.7775, -3.9850)
H (-2.0475, -0.1886, -3.7687)
H (-1.3776, -3.7012, -4.3759)
H (-1.3003, -4.2747, -2.7046)
H (0.0475, -3.3625, -3.3850)
H (-3.5705, -2.8530, -3.6859)
H (-3.7202, -1.4508, -2.6224)
H (-3.3902, -3.0506, -1.9381)
N (-1.7648, 1.4467, -1.9611)
C (-1.6872, 2.3020, -2.7355)
N (-1.5782, 3.2396, -3.6223)
C (-1.3924, 4.6289, -3.2564)
C (-2.7009, 5.3990, -3.4421)
C (-3.2055, 5.2276, -4.8751)
C (-3.3325, 3.7457, -5.2280)
C (-2.0039, 3.0270, -4.9913)
H (-0.6183, 5.0438, -3.9111)
H (-1.0383, 4.6883, -2.2265)
H (-2.5358, 6.4549, -3.2257)
H (-3.4459, 5.0232, -2.7367)
H (-2.5063, 5.7074, -5.5640)
H (-4.1729, 5.7194, -4.9900)
H (-3.6335, 3.6313, -6.2692)
H (-4.0974, 3.2836, -4.6003)
H (-1.2272, 3.4278, -5.6524)
H (-2.0968, 1.9554, -5.1752)
C (4.9645, -3.7629, -1.9850)
Si (3.6872, -2.3270, -1.8524)
C (2.5777, -2.6261, -3.3837)
C (4.6793, -0.7194, -2.1865)
Si (2.2951, -1.8634, 0.1174)
Si (4.1646, -1.5362, 1.7464)
C (5.6379, -2.7466, 1.5185)
C (3.8629, -1.7163, 3.6634)
C (4.9689, 0.2034, 1.5250)
Si (1.5191, -4.0197, 0.9152)
C (2.7277, -5.4555, 1.3326)
C (0.2307, -4.7173, -0.3081)
C (0.4967, -3.8079, 2.5401)
H (5.3172, -3.8757, -3.0077)
H (4.5231, -4.7086, -1.6884)
H (5.8324, -3.5988, -1.3576)
H (3.1110, -2.5689, -4.3309)
H (1.7845, -1.8845, -3.4111)
H (2.1273, -3.6137, -3.3247)
H (5.1405, -0.7122, -3.1700)
H (5.4717, -0.5851, -1.4582)
H (4.0219, 0.1421, -2.1193)
H (5.3096, -3.7761, 1.6058)
H (6.4114, -2.5768, 2.2642)
H (6.0924, -2.6310, 0.5409)
H (2.9773, -2.3031, 3.8803)
H (3.7517, -0.7660, 4.1779)
H (4.6909, -2.2360, 4.1322)
H (5.8518, 0.1174, 0.9004)
H (5.2871, 0.6693, 2.4555)
H (4.2886, 0.8902, 1.0282)
H (3.3891, -5.6616, 0.4978)
H (2.1972, -6.3755, 1.5667)
H (3.3506, -5.2100, 2.1871)
H (0.7141, -5.1886, -1.1577)
H (-0.3664, -3.8924, -0.6885)
H (-0.4498, -5.4461, 0.1259)
H (1.0675, -3.3227, 3.3256)
H (0.1673, -4.7668, 2.9310)
H (-0.3916, -3.2098, 2.3510)

Results
- relative energy (zero: lowest compared OMol25 entry of this formula, charge and spin) (eV) = 1.000
- multiplicity = 8
- HOMO (alpha / beta) (eV) = -2.597 / -3.654
- ⟨S²⟩ = 15.76
- E_LUMO (alpha / beta) (eV) = 2.13 / 2.13
- charge = -1

Mulliken atomic charge list, values in e, 2 entries:
1 Eu -0.0524
2 C -1.2919



Entry from OMol25: a 5-piece molecular cluster, C30H74BN4O5S overall (ωB97M-V/def2-TZVPD).

Geometry (Å):
O (2.2546, 1.9941, 1.3260)
S (3.0156, 0.8427, 0.9739)
O (4.4513, 0.8953, 1.0900)
O (2.6902, 0.4962, -0.5554)
C (2.4007, -0.5728, 1.8200)
C (0.8719, -0.7644, 1.7414)
C (0.5151, -2.1193, 1.0948)
C (-0.7524, -2.1472, 0.2144)
C (-1.9071, -1.2140, 0.5643)
C (-2.4549, -1.2037, 1.9935)
O (-3.3026, -0.0883, 1.9710)
B (-2.4235, 0.9352, 1.3391)
O (-1.6622, 0.1328, 0.2692)
H (3.5382, 0.3759, -1.0104)
H (2.9463, -1.4278, 1.4191)
H (2.7477, -0.3980, 2.8418)
H (0.3929, 0.0492, 1.1958)
H (0.5071, -0.7307, 2.7641)
H (0.4522, -2.9003, 1.8586)
H (1.3590, -2.4028, 0.4563)
H (-0.4588, -1.9304, -0.8165)
H (-1.1602, -3.1636, 0.2092)
H (-2.7694, -1.5649, -0.0410)
H (-1.6552, -1.0228, 2.7299)
H (-2.9861, -2.1276, 2.2535)
H (-3.0335, 1.8768, 0.8341)
H (-1.6072, 1.3978, 2.1680)
C (5.5416, 1.2258, 4.6011)
C (4.8187, 0.4047, 5.6571)
N (4.9092, -1.0269, 5.4206)
C (3.9805, -1.8100, 6.2151)
C (4.1543, -1.8107, 7.7388)
C (6.2544, -1.5588, 5.2923)
C (7.2287, -1.3310, 6.4556)
H (5.2097, 0.9359, 3.6031)
H (5.3157, 2.2844, 4.7419)
H (6.6261, 1.1144, 4.6527)
H (3.7556, 0.6610, 5.6322)
H (5.1806, 0.6999, 6.6560)
H (4.0160, -2.8407, 5.8502)
H (2.9750, -1.4445, 5.9847)
H (5.0229, -2.3890, 8.0531)
H (3.2756, -2.2591, 8.2068)
H (4.2555, -0.7986, 8.1328)
H (6.6976, -1.1340, 4.3885)
H (6.1640, -2.6308, 5.0967)
H (7.2134, -0.2933, 6.7927)
H (8.2469, -1.5543, 6.1300)
H (7.0112, -1.9675, 7.3125)
C (3.3819, 8.2417, 3.3284)
C (4.8163, 7.7477, 3.4384)
N (4.9748, 6.6852, 4.4149)
C (6.3586, 6.4098, 4.7537)
C (7.2820, 5.8699, 3.6545)
C (4.1224, 5.5183, 4.2150)
C (4.2046, 4.7888, 2.8717)
H (2.9945, 8.5150, 4.3111)
H (3.3415, 9.1208, 2.6834)
H (2.7219, 7.4895, 2.8962)
H (5.4529, 8.5766, 3.7638)
H (5.1695, 7.4650, 2.4336)
H (6.3610, 5.7109, 5.5953)
H (6.7874, 7.3429, 5.1354)
H (7.0588, 4.8338, 3.4044)
H (8.3193, 5.9103, 3.9950)
H (7.2117, 6.4629, 2.7416)
H (3.0870, 5.8274, 4.3750)
H (4.3409, 4.8186, 5.0267)
H (4.1609, 5.4802, 2.0285)
H (3.3636, 4.1009, 2.7702)
H (5.1125, 4.1940, 2.7761)
C (-5.8020, -0.7737, -5.0074)
C (-5.3591, 0.3281, -4.0556)
N (-4.2893, -0.0865, -3.1738)
C (-4.0550, 0.8244, -2.0569)
C (-3.5785, 2.2437, -2.3728)
C (-3.0985, -0.6019, -3.8244)
C (-2.3887, 0.3014, -4.8425)
H (-6.0388, -1.6835, -4.4533)
H (-6.6949, -0.4598, -5.5527)
H (-5.0342, -1.0111, -5.7466)
H (-6.2042, 0.6060, -3.4193)
H (-5.1151, 1.2275, -4.6477)
H (-3.3356, 0.3624, -1.3767)
H (-4.9908, 0.8903, -1.4937)
H (-2.5369, 2.2628, -2.6924)
H (-3.6428, 2.8413, -1.4630)
H (-4.1885, 2.7251, -3.1427)
H (-3.3600, -1.5388, -4.3280)
H (-2.3974, -0.8787, -3.0337)
H (-3.0934, 0.7446, -5.5498)
H (-1.6718, -0.2883, -5.4195)
H (-1.8403, 1.1092, -4.3616)
C (-6.1412, -7.5744, -8.2411)
C (-6.6694, -6.6084, -7.1911)
N (-5.7867, -5.4794, -6.9653)
C (-6.1050, -4.7202, -5.7662)
C (-7.4534, -3.9955, -5.7097)
C (-5.4498, -4.6973, -8.1435)
C (-6.6008, -4.0891, -8.9549)
H (-5.1218, -7.8800, -8.0014)
H (-6.7704, -8.4651, -8.2751)
H (-6.1422, -7.1358, -9.2399)
H (-6.7575, -7.1373, -6.2379)
H (-7.6929, -6.3079, -7.4695)
H (-5.3029, -3.9944, -5.6085)
H (-6.0489, -5.4139, -4.9217)
H (-7.4737, -3.1207, -6.3582)
H (-7.6341, -3.6456, -4.6918)
H (-8.2831, -4.6505, -5.9814)
H (-4.8594, -5.3302, -8.8114)
H (-4.7721, -3.9029, -7.8216)
H (-7.3886, -4.8200, -9.1467)
H (-6.2268, -3.7492, -9.9230)
H (-7.0505, -3.2311, -8.4580)

Results
- multiplicity = 1
- HOMO (eV) = -4.103
- E_LUMO (eV) = 2.31
- charge = -1

Mulliken atomic charge list, values in e, 2 entries:
1 O -0.5767
2 S 1.2908



Entry from OMol25: a 8-piece molecular cluster, C30H74N2O8 overall in a non-equilibrium geometry (ωB97M-V/def2-TZVPD).

Geometry (Å):
C (5.8669, 1.8056, -0.8436)
C (4.2794, 1.8241, -1.0083)
C (3.7416, 2.9283, 0.0369)
C (2.3190, 3.2536, -0.0968)
C (2.1442, 3.8363, -1.5240)
C (2.5916, 2.9137, -2.6787)
N (3.9016, 2.3119, -2.3687)
O (4.3563, 1.3953, -3.3060)
C (1.4724, 1.9478, -2.8712)
C (2.6544, 3.8300, -3.8912)
C (3.7179, 0.3878, -0.6806)
H (6.4335, 1.0069, -1.3224)
H (6.1497, 1.7053, 0.2043)
H (6.3088, 2.7557, -1.1440)
H (3.9930, 2.6164, 1.0506)
H (4.2786, 3.8576, -0.1535)
H (2.0247, 4.0229, 0.6172)
H (1.6989, 2.3722, 0.0672)
H (2.7310, 4.7547, -1.5065)
H (1.1075, 4.1702, -1.5677)
H (0.6575, 2.3964, -3.4393)
H (1.8764, 1.2000, -3.5536)
H (1.2587, 1.2841, -2.0333)
H (3.1026, 3.3385, -4.7548)
H (1.6855, 4.2180, -4.2054)
H (3.3484, 4.6069, -3.5703)
H (2.7300, 0.2471, -1.1193)
H (3.5307, 0.2191, 0.3799)
H (4.3866, -0.3629, -1.1016)
H (5.0584, 1.8577, -3.7696)
C (-5.2986, 1.9027, 2.1346)
C (-4.8510, 3.2038, 1.4798)
C (-5.0577, 4.4198, 2.4550)
C (-3.9863, 4.5202, 3.4915)
C (-2.6869, 4.6805, 2.6758)
C (-2.2610, 3.5779, 1.7270)
N (-3.4473, 3.2136, 0.8794)
O (-3.2083, 2.1195, -0.0753)
C (-1.0139, 4.0736, 0.9978)
C (-1.8951, 2.3036, 2.5299)
C (-5.8526, 3.6386, 0.4132)
H (-6.3416, 2.0616, 2.4082)
H (-4.6969, 1.7402, 3.0289)
H (-5.2411, 0.9679, 1.5769)
H (-5.0735, 5.3920, 1.9625)
H (-6.0233, 4.3181, 2.9504)
H (-4.0076, 3.6649, 4.1669)
H (-4.1564, 5.4151, 4.0902)
H (-1.9507, 4.8030, 3.4702)
H (-2.6534, 5.6533, 2.1852)
H (-1.2015, 4.9952, 0.4469)
H (-0.2220, 4.4050, 1.6695)
H (-0.6636, 3.3227, 0.2896)
H (-0.8940, 2.3608, 2.9571)
H (-2.6085, 2.0308, 3.3076)
H (-1.8410, 1.3970, 1.9271)
H (-5.6694, 3.0416, -0.4801)
H (-5.7452, 4.6326, -0.0210)
H (-6.8824, 3.5060, 0.7450)
H (-3.3179, 1.3258, 0.4535)
C (-0.9778, -5.1297, 2.9580)
C (-1.7586, -3.9299, 3.3312)
O (-1.9255, -3.2044, 2.2267)
H (-1.5463, -5.7025, 2.2252)
H (-0.7213, -5.6762, 3.8655)
H (0.0002, -4.9187, 2.5255)
H (-1.2466, -3.3241, 4.0789)
H (-2.6726, -4.2812, 3.8101)
H (-1.0505, -3.1628, 1.8339)
C (-1.1463, -5.0140, -2.0070)
C (0.1271, -5.3135, -1.3657)
O (0.8480, -5.9754, -2.3125)
H (-1.7525, -5.9141, -2.1088)
H (-1.0216, -4.7345, -3.0532)
H (-1.7702, -4.3049, -1.4630)
H (0.1352, -5.8497, -0.4167)
H (0.5476, -4.3221, -1.1973)
H (1.7966, -5.9319, -2.1711)
C (3.1599, -3.8031, 2.3386)
C (3.6126, -4.6279, 1.1165)
O (2.8232, -4.2199, -0.0070)
H (3.7405, -4.1046, 3.2104)
H (2.1913, -4.1315, 2.7154)
H (3.1655, -2.7228, 2.1937)
H (3.3713, -5.6689, 1.3314)
H (4.6938, -4.5835, 0.9855)
H (3.1041, -4.8221, -0.6999)
C (-3.2291, -1.7262, -0.6901)
C (-4.1630, -1.0173, 0.2492)
O (-3.3239, -0.5704, 1.2419)
H (-3.8906, -2.1019, -1.4707)
H (-2.8099, -2.6760, -0.3579)
H (-2.3870, -1.1687, -1.1003)
H (-4.8932, -1.7251, 0.6415)
H (-4.6488, -0.1871, -0.2636)
H (-2.9448, -1.3131, 1.7176)
C (1.4917, -2.2961, -4.0602)
C (2.7954, -2.6905, -3.3822)
O (3.0003, -4.0622, -3.8050)
H (1.6658, -2.3008, -5.1362)
H (1.2085, -1.2989, -3.7233)
H (0.6978, -2.9837, -3.7687)
H (2.6336, -2.6453, -2.3052)
H (3.6610, -2.0477, -3.5424)
H (3.2355, -4.6023, -3.0470)
C (0.3046, -0.4622, 0.6299)
C (0.7800, -1.7361, -0.0667)
O (0.4970, -2.8368, 0.8231)
H (-0.7791, -0.5663, 0.6839)
H (0.5740, 0.4494, 0.0966)
H (0.8317, -0.4072, 1.5824)
H (1.8624, -1.6488, -0.1611)
H (0.2831, -1.9004, -1.0228)
H (1.1626, -3.4931, 0.6043)

Results
- relative energy (zero: lowest compared OMol25 entry of this formula, charge and spin) (eV) = 0.000
- multiplicity = 2
- HOMO (alpha / beta) (eV) = -10.202 / -10.202
- ⟨S²⟩ = 0.76
- E_LUMO (alpha / beta) (eV) = -1.85 / -6.51
- charge = +1

Mulliken atomic charge list, values in e, 2 entries:
1 C -1.9951
2 C 1.5444



The evaluated calculated total energy for the records listed, in turn: -2493.0469 -4007.7921 -2205.7239 -1898.3609 Eh.